A single C2H3BrF2 molecule at a distorted geometry, computed with ωB97M-V/def2-TZVPD.

Geometry as XYZ:
```
8
Properties=species:S:1:pos:R:3:mulliken_charge:R:1
H -0.5520 0.8780 1.2123 0.320
C -0.0122 0.9343 0.3075 -0.946
Br -0.2643 -2.1945 0.9441 -0.146
H -0.1669 1.6589 -0.4607 0.331
F 1.0887 -1.0203 -0.9787 -0.174
H 1.0712 1.2702 0.4818 0.291
F -1.1418 -0.7928 -1.1629 -0.204
C -0.0227 -0.7339 -0.3434 0.529
```

Computed properties:
- HOMO-LUMO gap (eV) = 11.634
- energy (Ha) = -2851.7133
- energy relative to the best compared isomer or geometry (same formula, charge and spin) (eV) = 1.095
- max |F| (eV Å⁻¹) = 5.07
- 2S+1 = 1
- SMILES string = CC(F)(F)Br